Formula: C43H51F14N6O33
Source: the OMol25 dataset
Level of theory: ωB97M-V with the def2-TZVPD basis set

Last column: Mulliken charge in e.
CARTESIAN COORDINATES (ANGSTROEM)
O (2.46, 6.81, 2.35)  -0.2631
N (1.29, -0.43, 0.31)  0.5588
O (-3.33, -8.97, -7.61)  -0.3117
O (5.74, -2.72, 1.86)  -0.6212
O (-4.77, -1.20, -0.43)  -0.5000
H (-8.01, -5.51, -8.11)  0.2904
F (1.45, -1.98, -6.38)  -0.2689
O (-3.41, 1.30, 5.81)  -0.1350
F (2.49, 9.89, 3.86)  -0.2922
C (2.04, -2.51, 1.36)  0.0813
H (0.55, 4.82, 1.96)  -0.2903
H (6.81, -5.98, -0.60)  0.2910
C (-2.76, -2.91, -2.38)  -1.0360
C (0.89, 0.07, -5.34)  -0.2171
H (-3.17, -3.58, 0.63)  0.2157
O (-10.02, -5.65, -7.68)  -0.3195
C (0.48, 1.70, 6.72)  0.2432
O (-0.77, 2.34, 6.89)  -0.1223
H (1.26, 2.45, 6.64)  0.3082
N (0.29, 0.45, 0.65)  0.2783
C (-10.11, -5.58, -6.32)  0.6546
O (-1.78, 3.10, 8.75)  -0.5115
C (-3.90, -7.96, -6.89)  0.5923
C (-1.31, -0.38, -5.37)  0.6721
O (1.38, 11.77, 6.21)  -0.2601
H (4.56, -1.43, 0.56)  0.1207
O (-10.87, -4.89, -5.73)  -0.4919
F (-1.19, -9.54, -8.06)  -0.2837
O (-0.71, -1.41, -6.03)  -0.2455
N (3.60, 0.14, -0.18)  0.1720
O (3.20, 12.44, 7.34)  -0.3141
N (-2.45, -1.21, -0.61)  0.9026
C (5.20, -5.88, 0.85)  0.3799
F (-1.19, -4.44, -4.29)  -0.4163
F (1.23, -2.68, 2.42)  -0.2845
H (-1.26, -0.77, 1.55)  0.6209
H (-2.98, -2.31, 1.82)  0.2329
H (-1.06, 2.85, 1.18)  0.3780
H (7.73, 1.99, -0.95)  0.2768
H (3.92, 8.25, 2.64)  0.2809
C (-0.42, -5.23, -3.51)  0.4399
C (-2.06, -8.50, -8.02)  0.3159
H (8.46, 3.67, -2.56)  0.2817
H (-7.51, -7.31, -6.54)  0.0919
C (3.15, 7.73, 3.21)  -0.4529
H (1.49, 8.30, 4.52)  0.3069
C (1.34, 7.44, 1.90)  0.6574
H (-1.60, 0.66, -1.08)  0.5014
F (6.87, 3.59, -0.11)  -0.2614
H (4.47, -5.77, 0.04)  0.2721
O (-2.47, -0.32, -5.14)  -0.5004
O (1.68, -7.81, -4.01)  -0.4941
C (-0.98, 2.40, 8.24)  0.5451
C (1.20, -1.86, 0.20)  0.4647
H (2.73, 14.19, 6.34)  0.2799
N (4.13, -1.15, -0.33)  -0.4656
H (-1.23, -8.02, -6.07)  0.2287
F (-6.28, 2.60, 4.44)  -0.2891
O (-5.05, -7.90, -6.63)  -0.5341
H (-9.06, -8.12, -6.86)  0.2383
C (0.71, 1.69, 0.62)  0.2685
C (-3.67, -2.68, 1.04)  -0.9777
H (-4.32, 3.01, 6.57)  0.2974
H (0.44, 12.72, 7.78)  0.2876
F (1.65, -2.26, -1.00)  -0.3142
H (2.35, 14.20, 8.08)  0.2656
H (-3.86, 3.08, 4.86)  0.2071
F (-8.91, -7.01, -9.10)  -0.2764
C (1.02, 12.96, 6.89)  0.3004
H (-1.05, -6.73, -7.27)  0.2923
H (0.07, -0.15, 7.79)  0.3019
O (0.60, 6.99, 1.09)  -0.5555
H (-2.13, -8.05, -9.01)  0.2851
H (1.25, -3.96, -4.08)  0.0323
C (-8.57, -7.15, -6.76)  -0.1703
C (2.61, 11.41, 6.68)  0.6348
O (6.77, -4.25, 0.56)  -0.3123
H (1.34, -0.39, -4.46)  0.0942
O (-0.13, 1.57, 8.91)  -0.3246
C (5.78, 2.10, -2.90)  0.5800
C (0.57, -0.94, -6.41)  0.2492
H (6.95, 4.59, -2.40)  0.2912
H (-3.01, 0.70, 0.02)  0.3993
C (-1.70, -7.53, -6.92)  -0.3539
O (1.17, 8.65, 2.51)  -0.3080
C (-5.57, 1.81, 5.27)  0.2581
O (-5.16, 0.65, 4.56)  -0.2936
C (2.35, 0.43, 0.13)  0.1427
C (-4.26, 2.44, 5.65)  -0.3461
O (-0.93, 2.48, 3.50)  -0.2779
O (-0.07, -6.40, -4.24)  -0.1991
H (-2.89, -0.71, -2.69)  0.3402
O (-9.20, -6.39, -5.72)  -0.3129
O (5.01, 1.43, -3.51)  -0.4906
H (3.61, 7.21, 4.04)  0.2776
H (-3.85, -3.01, -2.54)  0.4154
H (-1.26, -1.39, -2.32)  0.2267
C (0.69, 3.72, 2.10)  -0.0748
C (6.63, -5.67, 0.42)  -0.5102
H (-2.41, -3.59, -1.58)  0.1396
F (-0.02, -2.36, 0.29)  -0.0545
C (-3.73, -1.61, -0.07)  0.1866
H (1.60, 0.63, 8.24)  0.3134
H (-2.25, -3.26, -3.30)  0.3474
N (2.03, 1.72, 0.29)  -0.7270
C (-2.34, -1.44, -2.07)  -0.4786
O (-3.44, -0.77, 4.91)  -0.5368
H (4.90, -1.10, -0.98)  0.3193
F (0.28, 13.74, 6.06)  -0.2775
H (0.53, -0.53, -7.42)  0.2746
O (6.78, 2.82, -3.46)  -0.3294
C (0.92, -4.60, -3.25)  0.3939
C (-8.78, -6.27, -7.96)  0.3245
C (0.06, 3.40, 3.45)  0.4603
C (7.03, 2.79, -1.19)  0.2709
H (4.24, 0.94, -0.27)  0.1052
H (-6.19, 1.51, 6.12)  0.3026
F (5.04, -7.08, 1.45)  -0.2902
C (7.39, 3.59, -2.41)  -0.4527
C (5.83, -3.84, 1.45)  0.7515
H (2.86, -1.85, 1.67)  0.3917
C (2.04, 8.64, 3.64)  0.3572
O (-0.40, 0.57, -5.01)  -0.3187
H (-1.51, 0.95, 1.70)  -0.0483
C (-1.10, 0.18, 1.03)  -0.6137
H (0.11, 3.62, 0.04)  0.4903
H (7.34, -6.17, 1.08)  0.3005
C (1.18, -6.75, -3.82)  0.4849
C (0.57, 0.81, 7.93)  -0.4772
F (2.51, -3.68, 0.93)  -0.2201
C (-3.96, 0.29, 5.07)  0.5909
O (1.78, -5.73, -3.14)  -0.3421
H (-4.66, -2.94, 1.42)  0.3724
H (-0.97, -5.52, -2.61)  0.2503
O (0.42, 3.94, 4.43)  -0.5981
H (0.93, -4.01, -2.33)  -0.2789
O (5.77, 2.24, -1.54)  -0.2215
O (5.01, -4.86, 1.81)  -0.2495
C (-2.07, 0.16, -0.21)  -1.2377
H (1.78, 3.55, 2.12)  0.6192
C (2.36, 13.58, 7.18)  -0.4272
C (-0.01, 2.97, 0.92)  -0.6094
F (0.43, 0.96, 5.56)  -0.2770
H (-0.92, 2.01, 4.35)  0.1240
O (3.09, 10.34, 6.54)  -0.4835
H (1.55, 0.86, -5.70)  0.2888
O (-2.98, -7.03, -6.53)  -0.2521

E_HOMO: -11.256 eV
Net charge: +1
E_tot: -5878.5938 Eh
Kohn-Sham gap: 9.004 eV
Energy relative to the best compared isomer or geometry (same formula, charge and spin): 39.89 kcal/mol
LUMO: -2.25 eV

---

Formula: C31H50CuN3OP2
Source: the OMol25 dataset
Level of theory: ωB97M-V with the def2-TZVPD basis set

Last column: Mulliken charge in e.
CARTESIAN COORDINATES (ANGSTROEM)
H (-0.82, 2.84, -1.59)  0.2709
H (2.83, 2.82, 4.37)  0.3379
H (1.10, 1.60, 4.93)  0.3261
C (2.97, -0.18, 1.02)  -1.7464
H (-4.33, 1.76, -0.75)  0.1458
H (-4.63, -1.22, -1.37)  0.3251
C (-4.19, 1.98, -1.82)  -1.3197
H (3.99, -0.54, -3.51)  0.4069
C (-0.42, -0.02, -2.58)  -1.2613
C (-3.04, -1.25, -2.89)  1.7642
H (-3.16, 1.29, 2.85)  0.3354
H (4.96, 1.79, 1.41)  0.4048
H (0.62, -1.95, 4.16)  0.5578
H (-1.10, -5.59, 1.41)  0.4389
Cu (0.15, 0.97, 0.74)  -0.9790
H (3.38, 4.16, 0.94)  0.5772
P (-2.05, 0.11, -1.99)  0.8930
H (-3.13, 1.81, -4.38)  0.3159
H (3.48, 0.63, 4.70)  0.3216
C (-0.64, -4.97, 0.64)  -0.8899
H (-3.42, -0.27, -4.83)  0.3467
C (3.02, 2.44, 2.21)  1.9460
H (-1.55, -1.83, -4.38)  0.2883
C (0.28, -5.50, -0.27)  -0.5650
H (2.83, -1.23, 1.31)  0.3681
H (-1.47, 2.31, -3.99)  0.3087
H (4.03, 0.04, 1.17)  0.6211
C (3.56, -0.40, -1.40)  -0.8936
H (0.27, -1.38, 2.51)  0.0588
H (1.63, -5.10, -1.91)  0.4617
C (1.92, -0.08, -3.10)  -1.1137
H (-4.51, -1.61, -4.42)  0.4625
H (1.74, 3.49, 0.74)  0.1291
H (0.52, 0.01, 5.48)  0.5494
H (1.61, -0.06, -4.14)  0.4783
H (1.83, -2.17, 2.88)  0.3269
C (0.92, 0.09, -2.10)  -0.0131
O (-1.04, 2.95, 2.59)  -0.5068
C (0.55, -3.33, -1.32)  0.3043
H (-2.27, 3.86, -1.39)  0.5976
H (-2.45, -0.01, 2.03)  0.1331
H (-3.33, 1.09, 1.19)  0.0902
C (-0.99, -3.62, 0.56)  -0.2799
C (2.60, -0.05, -0.46)  0.8016
C (-0.96, 2.07, 1.82)  1.1853
H (-4.74, -0.03, -3.65)  0.3172
C (-2.52, 2.38, -3.67)  -1.7032
C (0.89, -4.68, -1.23)  -0.9414
C (2.80, 3.23, 0.90)  -1.4319
H (-2.82, 3.43, -3.74)  0.5383
H (-3.25, -2.27, -0.96)  0.2571
H (2.82, -0.90, 5.31)  0.5157
P (1.93, 0.89, 2.09)  1.4390
C (0.70, 0.63, 4.59)  -1.6207
H (-1.35, -2.65, -2.81)  0.2736
C (3.01, -0.32, 4.39)  -1.8060
C (1.07, -1.48, 3.27)  -1.6437
H (-1.95, 2.54, -0.25)  0.2020
H (-4.42, -2.77, -2.21)  0.5079
H (-2.68, -3.11, -3.89)  0.6116
C (-2.08, -2.26, -3.52)  -1.7016
C (-3.97, -0.74, -4.00)  -1.7102
H (-4.55, 3.00, -2.01)  0.4871
C (-1.88, 2.83, -1.31)  -1.9632
N (1.35, 0.30, -0.79)  0.7249
H (5.03, 3.06, 2.64)  0.4999
H (-1.70, -3.18, 1.26)  0.4183
C (3.23, -0.35, -2.75)  -1.0396
H (0.52, -6.56, -0.23)  0.4136
H (3.11, 4.25, 3.37)  0.5384
C (-0.89, -1.42, -0.49)  -1.0660
H (1.03, -2.68, -2.04)  0.4180
H (-0.45, 0.07, -3.68)  0.5605
H (1.49, 3.52, 3.40)  0.2651
H (-0.27, 0.81, 4.11)  0.2240
C (2.57, 3.30, 3.42)  -1.7900
H (4.55, -0.67, -1.03)  0.5317
H (3.73, -0.90, 3.78)  0.2884
C (-2.71, 1.92, -2.22)  2.2634
H (4.72, 1.39, 3.14)  0.2811
H (3.15, 2.66, 0.03)  0.2380
H (-4.81, 1.29, -2.39)  0.1791
N (-1.14, -0.54, 0.31)  0.7566
N (-2.69, 0.99, 1.99)  -0.6169
C (-3.88, -1.91, -1.78)  -1.5575
C (1.68, -0.12, 3.66)  1.9139
C (4.52, 2.13, 2.36)  -1.7700
C (-0.44, -2.81, -0.46)  0.3871

E_HOMO (spin up / spin down): -9.550 / -9.554 eV
⟨S²⟩: 0.7556
Net charge: +1
E_tot: -3773.6099 Eh
Kohn-Sham gap (spin up / spin down): 6.192 / 5.720 eV
LUMO (spin up / spin down): -3.36 / -3.83 eV
Multiplicity: 2